(1)
2 unconnected molecules or ions with the total composition N4. Source: OMol25; level of theory: wB97M-V/def2-TZVPD.

Geometry (Å):
N1 -0.31030 1.17689 1.17061
N2 -1.12917 1.37185 0.49041
N3 0.35738 -1.30978 -0.41208
N4 1.08210 -1.23896 -1.24895

Results
frontier orbital gap	0.596	hartree

Charges per atom according to natural (NBO) partitioning, unit e: 0.001 0.001 -0.008 0.005



(2)
2 unconnected molecules or ions with the total composition C3H6ClO2Si. Source: OMol25; level of theory: wB97M-V/def2-TZVPD.

Geometry (Å):
C1 2.49827 1.07289 0.22451
C2 2.13305 -0.89666 -1.08932
C3 1.72878 0.08790 0.03041
O1 -3.35704 1.70881 -0.17651
O2 3.26052 1.85305 0.54747
Si1 -3.52140 0.43032 0.64556
Cl1 -1.47186 -0.39817 1.18188
H1 3.14524 -1.39229 -0.92194
H2 1.29886 -1.70627 -1.03030
H3 2.08354 -0.49203 -2.01349
H4 0.75663 -0.03579 0.50791
H5 -4.26909 -0.86869 0.11723
H6 -4.28550 0.63695 1.97658

Results
charge	-1
frontier orbital gap	0.295	hartree

Here are the natural (NBO) charges for atoms 1 to 4, given in e: 0.701 -0.587 -0.571 -1.299



(3)
A molecular structure, C6H9NO. Source: OMol25; level of theory: wB97M-V/def2-TZVPD.

Geometry (Å):
C1 0.98723 -1.12660 1.04613
C2 -0.37798 -0.80680 -0.54722
C3 -1.24197 0.46338 -0.46431
C4 -0.48943 1.14007 0.83260
C5 0.66267 1.08755 -0.17233
C6 1.02738 -0.36197 -0.24551
H1 1.62550 -2.08339 1.01817
H2 0.99096 -0.50800 1.91606
H3 -0.74774 -1.22143 -1.42467
H4 -2.26117 0.48550 -0.65115
H5 -0.65613 0.73039 1.82117
H6 -1.12739 2.01677 0.87202
H7 1.51224 1.88236 -0.20420
H8 0.13450 0.83726 -2.06364
H9 1.62768 -0.72609 -1.10376
N1 -0.22326 1.28599 -1.29587
O1 -0.36787 -1.59864 0.77436

Results
frontier orbital gap	0.376	hartree

Here are the natural (NBO) charges for atoms 1 to 4, given in e: -0.072 0.086 -0.055 -0.443



(4)
3 unconnected molecules or ions with the total composition C3H2N2O3. Source: OMol25; level of theory: wB97M-V/def2-TZVPD.

Geometry (Å):
C1 -0.03760 -0.41810 1.06784
C2 -2.73684 0.55597 1.37801
C3 -1.30541 -3.71842 0.69640
N1 0.40391 0.44912 -1.05443
N2 -0.09158 -0.06392 -0.06482
O1 -0.44854 -4.14027 1.34874
O2 -3.14184 1.55854 1.07080
O3 -2.13020 -3.13827 0.12935
H1 -0.92620 -0.56254 1.69644
H2 0.13548 0.16439 -1.93623

Results
frontier orbital gap (alpha / beta)	0.336 / 0.336	hartree

Here are the natural (NBO) charges for atoms 1 to 4, given in e: -0.067 0.492 1.022 -0.489



(5)
A molecular structure, C9H13O7PY. Source: OMol25; level of theory: wB97M-V/def2-TZVPD.

Geometry (Å):
Y1 -0.08051 0.19324 -0.90634
O1 0.08582 3.84118 -0.40530
C1 0.03780 2.70444 -0.58571
C2 -0.56216 -2.25926 -0.53860
O2 -0.76019 -3.39233 -0.42859
C3 2.14646 -0.33708 0.05162
O3 3.14032 -0.56124 0.59463
C4 -2.55013 0.11307 -0.72828
O4 -3.67572 0.01352 -0.49609
C5 0.07406 0.81161 -3.19170
H1 -0.81790 1.43942 -3.35358
H2 1.02660 1.34790 -3.32888
C6 0.01377 -0.57304 -3.13568
H3 0.91502 -1.19968 -3.24591
H4 -0.93110 -1.13076 -3.25604
C7 1.71462 -1.78398 3.98181
O5 0.78681 -0.86754 3.35374
P1 0.06311 -1.21394 1.88893
O6 -1.41228 -1.77544 2.31899
C8 -2.01493 -1.66771 3.62260
O7 -0.37497 0.41158 1.48949
C9 -0.70587 1.41622 2.47912
H5 2.74203 -1.50543 3.71206
H6 1.52405 -2.82677 3.67355
H7 1.60113 -1.70475 5.07162
H8 -3.08527 -1.83806 3.44843
H9 -1.62232 -2.46048 4.27255
H10 -1.88312 -0.67584 4.08754
H11 -1.76815 1.65006 2.38944
H12 -0.44449 1.04316 3.47042
H13 -0.11359 2.29681 2.24477

Results
charge	+3
frontier orbital gap	0.237	hartree

Here are the natural (NBO) charges for atoms 1 to 4, given in e: 1.637 -0.233 0.454 0.398



(6)
7 unconnected molecules or ions with the total composition C26H68N9O13. Source: OMol25; level of theory: wB97M-V/def2-TZVPD.

Geometry (Å):
N1 21.93752 -36.03323 33.57609
O1 22.96026 -36.71231 33.30995
O2 20.97618 -35.91921 32.90007
O3 21.91729 -35.40638 34.66893
C1 24.85103 -36.53412 30.03245
O4 24.59731 -35.30537 29.50814
C2 23.24308 -34.79088 29.43949
C3 23.37394 -33.23664 29.08094
N2 24.02864 -32.36472 30.06761
C4 23.22959 -31.56371 31.01386
C5 22.28276 -32.50137 31.81909
O5 21.68987 -31.59640 32.71430
C6 21.06827 -32.41549 33.71158
H1 25.89417 -36.60911 30.33960
H2 24.78417 -37.28822 29.24825
H3 24.10722 -36.77486 30.79199
H4 22.71362 -34.84139 30.39092
H5 22.79114 -35.45860 28.70600
H6 22.42904 -32.74113 28.85791
H7 23.99026 -33.17271 28.18418
H8 25.01688 -32.54720 30.16851
H9 22.79232 -30.69277 30.52564
H10 23.84273 -31.09857 31.78575
H11 22.80991 -33.31440 32.31830
H12 21.47847 -32.75548 31.12870
H13 20.32930 -31.88976 34.31625
H14 21.86038 -32.74962 34.38167
H15 20.56008 -33.34473 33.45399
C7 18.87178 -33.58950 29.73233
O6 18.58872 -34.17526 28.46080
C8 19.03244 -35.48050 28.09559
C9 18.42328 -36.53164 29.19720
N3 19.12882 -37.79330 28.93593
C10 20.41805 -37.95600 29.64372
C11 20.56095 -39.36854 30.22160
O7 19.46311 -39.78876 30.95336
C12 19.47278 -39.25957 32.28863
H16 19.92346 -33.76782 29.95656
H17 18.18381 -33.95385 30.49525
H18 18.64914 -32.57054 29.41570
H19 20.12209 -35.48295 28.06774
H20 18.51068 -35.84679 27.21146
H21 17.35144 -36.69335 29.08270
H22 18.56203 -36.25701 30.24287
H23 18.66480 -38.56427 29.39463
H24 20.25777 -37.39790 30.56619
H25 21.32890 -37.64354 29.13301
H26 21.51050 -39.54602 30.72653
H27 20.69603 -39.93083 29.29765
H28 19.14463 -38.22636 32.40212
H29 20.33751 -39.50987 32.90321
H30 18.66167 -39.77831 32.79961
C13 22.59842 -44.54186 38.44361
O8 23.15674 -43.81228 37.30819
C14 24.22505 -42.89312 37.66253
C15 24.29180 -41.68946 36.71311
N4 23.03665 -40.92837 36.75105
C16 22.84239 -39.92587 35.70086
C17 21.63226 -38.94093 35.80437
O9 20.25456 -39.46397 35.69033
C18 19.24167 -38.52679 36.11436
H31 23.38273 -44.97391 39.06513
H32 21.94160 -45.26862 37.96558
H33 21.89646 -43.88184 38.95324
H34 25.15812 -43.45371 37.71924
H35 23.97133 -42.62619 38.68843
H36 24.49582 -42.06113 35.70895
H37 25.17206 -41.06397 36.86148
H38 22.31614 -41.63221 36.67641
H39 22.61771 -40.46141 34.77846
H40 23.76368 -39.36499 35.54356
H41 21.79032 -38.24469 34.98073
H42 21.78765 -38.44752 36.76379
H43 18.96032 -37.72065 35.43681
H44 19.49225 -38.14155 37.10274
H45 18.37338 -39.15015 36.32788
C19 24.10348 -39.76466 31.88986
O10 24.52893 -40.70058 30.90573
C20 24.77760 -41.96047 31.58328
C21 25.48919 -42.88573 30.61349
N5 26.75738 -42.30980 30.35097
C22 27.37626 -43.03175 29.21243
C23 27.95704 -44.38722 29.73125
O11 29.09012 -44.90318 28.89628
C24 28.75243 -46.07042 28.13396
H46 23.31022 -40.14529 32.53325
H47 23.54504 -38.95474 31.42052
H48 24.85003 -39.25334 32.49756
H49 23.80041 -42.42709 31.70764
H50 25.22630 -41.93545 32.57632
H51 24.77796 -42.96271 29.79110
H52 25.51309 -43.87927 31.06114
H53 26.74996 -41.30096 30.39877
H54 28.24849 -42.44365 28.92704
H55 26.73938 -43.25600 28.35674
H56 27.09159 -45.04927 29.75957
H57 28.19026 -44.40940 30.79577
H58 29.69440 -46.35553 27.66543
H59 27.97994 -45.88536 27.38756
H60 28.40541 -46.85067 28.81138
C25 20.83106 -33.73206 37.26376
O12 20.38170 -33.40235 38.37381
N6 20.15301 -34.09310 36.22176
N7 22.11675 -33.96375 37.08431
H61 20.71579 -34.50692 35.49228
H62 19.14554 -34.07048 36.28942
H63 22.43245 -34.44071 36.25188
H64 22.66853 -33.97709 37.93016
C26 26.09495 -36.84332 35.46967
O13 27.11785 -37.24796 36.04098
N8 26.04830 -36.77937 34.16484
N9 25.00074 -36.42696 35.98155
H65 25.20989 -36.62620 33.62289
H66 26.76529 -37.28504 33.66452
H67 25.01389 -36.44406 36.99132
H68 24.21840 -36.15796 35.40216

Results
charge	-1
frontier orbital gap	0.312	hartree

Here are the Löwdin charges for atoms 1 to 4, given in e: -0.594 -0.051 0.035 -0.115



One value per record, in order, for ΔE to the lowest compared entry with this formula, charge and spin: 0.7 39.4 101.3 100.2 18.0 88.7 kcal per mole.
One value per record, in order, for largest force on an atom: 3.0 5.0 5.8 2.8 6.3 4.9 eV/A.